Entry 1:
The following is a quantum chemistry calculation of a single C9H17N2P molecule in a non-equilibrium geometry, from the OMol25 dataset.

XYZ file:
```
29
Properties=species:S:1:pos:R:3:nbo_charge:R:1
C -1.64 0.91 1.09 -0.62
C -0.42 0.03 1.27 -0.01
C 0.76 0.87 1.83 -0.62
C -0.64 -1.16 2.27 -0.62
C -0.11 -0.64 -0.13 -0.28
C 1.13 -1.59 0.04 -0.63
P -1.39 -1.92 -0.78 0.27
C 0.17 0.34 -1.24 0.35
N -0.77 0.77 -2.04 -0.47
C -0.03 1.54 -2.94 -0.11
C 1.25 1.64 -2.59 -0.11
N 1.43 0.80 -1.54 -0.56
H -1.98 1.17 2.00 0.20
H -1.50 1.89 0.53 0.22
H -2.32 0.26 0.43 0.22
H 0.76 0.96 2.84 0.21
H 1.73 0.44 1.51 0.20
H 0.64 1.82 1.26 0.21
H -1.40 -1.89 1.71 0.22
H 0.24 -1.67 2.56 0.21
H -1.16 -0.67 3.09 0.21
H 1.28 -1.78 1.08 0.22
H 1.98 -1.10 -0.19 0.18
H 1.17 -2.57 -0.38 0.23
H -0.69 -1.98 -2.09 0.00
H -2.37 -1.06 -1.40 0.01
H -0.46 2.13 -3.77 0.21
H 2.09 2.23 -3.16 0.22
H 2.26 0.24 -1.25 0.43
```

HOMO level (eV): -8.472
Energy above the lowest of the compared OMol25 structures with the same formula, charge and spin (kJ/mol): 70.4
Max |F| (Eh/bohr): 0.099
Total charge: 0
Structure (SMILES): CC(C)(C)[C@@](C)(P)c1ncc[nH]1

Entry 2:
The following is a quantum chemistry calculation of 2 unconnected molecules or ions with the total composition C9H17N3 in a non-equilibrium geometry, from the OMol25 dataset.

XYZ file:
```
29
Properties=species:S:1:pos:R:3:nbo_charge:R:1
C -4.14 1.93 0.13 -0.24
C -3.20 1.16 0.20 -0.01
C -2.23 0.16 0.49 -0.33
C -1.56 -0.68 -0.58 -0.42
C -2.57 -1.33 0.30 -0.04
N -3.85 -1.66 -0.26 -0.84
H -4.99 2.51 0.03 0.23
H -1.69 0.37 1.41 0.24
H -1.95 -0.43 -1.60 0.24
H -0.48 -0.91 -0.52 0.23
H -2.19 -1.95 1.14 0.19
H -3.97 -2.64 -0.50 0.37
H -4.59 -1.33 0.37 0.37
N 4.12 -0.69 0.83 -0.85
C 3.46 -0.75 -0.48 -0.22
C 1.96 -0.53 -0.30 -0.42
C 1.64 0.80 0.29 -0.11
C 0.51 1.60 -0.19 -0.26
N 1.90 1.95 -0.59 -0.60
H 4.41 0.26 1.01 0.35
H 4.93 -1.28 0.89 0.36
H 3.87 -0.01 -1.19 0.18
H 3.61 -1.74 -0.93 0.19
H 1.45 -0.65 -1.27 0.21
H 1.56 -1.32 0.36 0.21
H 1.92 0.93 1.33 0.20
H -0.15 1.23 -0.96 0.21
H 0.06 2.27 0.55 0.20
H 2.17 2.72 0.04 0.34
```

HOMO level (eV): -9.100
Energy above the lowest of the compared OMol25 structures with the same formula, charge and spin (kJ/mol): 370.5
Max |F| (Eh/bohr): 0.051
Total charge: 0
Structure (SMILES): C#C[C@@H]1C[C@@H]1N.NCC[C@@H]1CN1

Entry 3:
The following is a quantum chemistry calculation of a molecular structure, C9H17N3O in a non-equilibrium geometry, from the OMol25 dataset.

XYZ file:
```
30
Properties=species:S:1:pos:R:3:nbo_charge:R:1
C 8.94 0.20 1.13 -0.22
C 8.78 0.90 0.15 -0.23
C -1.57 3.29 -0.10 0.67
C -2.68 -2.28 -0.57 -0.44
C -2.61 -1.03 0.33 -0.39
C 0.04 -0.82 -0.11 0.31
C -1.51 -3.27 -0.44 -0.11
C 0.46 -1.96 -0.85 -0.30
C -1.35 -0.18 -0.07 -0.17
N -1.64 4.43 -0.69 -0.74
N -1.29 2.12 0.02 -0.14
N -1.23 1.04 0.70 -0.40
O -0.43 -2.98 -1.28 -0.43
H 9.33 -0.01 2.08 0.23
H 8.41 1.06 -0.83 0.23
H -1.93 3.63 1.92 -0.09
H -3.59 -2.80 -0.37 0.27
H -2.67 -1.94 -1.62 0.22
H -3.41 -0.38 0.04 0.25
H -2.54 -1.31 1.49 0.25
H 0.85 -0.26 0.40 0.26
H -1.60 3.63 2.63 0.11
H -1.29 -3.52 0.57 0.20
H -1.89 -4.17 -0.88 0.24
H 0.91 -1.80 -1.87 0.39
H 1.30 -2.57 -0.26 0.35
H -1.50 0.33 -1.15 0.32
H -0.73 4.95 -0.67 0.47
H -2.34 4.63 -1.43 0.48
H -1.22 1.05 1.73 0.44
```

HOMO level (eV): -13.559
Energy above the lowest of the compared OMol25 structures with the same formula, charge and spin (kJ/mol): 818.3
Max |F| (Eh/bohr): 0.076
Total charge: +2

Entry 4:
The following is a quantum chemistry calculation of 3 unconnected molecules or ions with the total composition C9H17N3O11P in a non-equilibrium geometry, from the OMol25 dataset.

XYZ file:
```
41
Properties=species:S:1:pos:R:3:nbo_charge:R:1
N 1.16 3.96 4.86 -1.36
P 1.04 3.01 3.62 2.16
O 1.88 3.56 2.32 -0.99
O 1.68 1.56 3.98 -0.97
C -0.72 2.81 3.01 -0.17
N -1.27 4.15 2.89 -0.79
N -0.78 2.22 1.63 -0.56
C -0.17 1.18 1.46 0.86
O 0.57 0.28 1.30 -0.53
C -1.63 1.96 3.97 0.73
O -1.12 1.36 4.92 -0.73
O -2.84 2.00 3.68 -0.73
H 1.73 4.75 4.57 0.36
H 1.52 3.18 1.51 0.50
H 2.21 1.76 4.77 0.51
H -1.49 4.52 3.81 0.39
H -0.57 4.73 2.43 0.34
C 2.71 -2.77 -4.01 -0.26
O 2.97 -3.17 -2.66 -0.50
C 2.57 -2.29 -1.74 0.98
O 2.03 -1.24 -1.97 -0.66
O 2.86 -2.78 -0.54 -0.49
C 2.48 -1.93 0.55 -0.26
H 3.08 -3.56 -4.65 0.19
H 1.64 -2.65 -4.17 0.19
H 3.24 -1.85 -4.24 0.19
H 1.41 -1.77 0.57 0.22
H 3.00 -0.97 0.49 0.20
H 2.77 -2.44 1.47 0.20
C -0.60 -0.77 -2.23 -0.25
O -1.66 -0.87 -3.21 -0.50
C -2.68 -1.63 -2.83 0.98
O -2.79 -2.21 -1.78 -0.64
O -3.58 -1.64 -3.82 -0.50
C -4.74 -2.42 -3.54 -0.25
H 0.16 -0.14 -2.65 0.21
H -0.98 -0.31 -1.32 0.20
H -0.19 -1.75 -2.02 0.19
H -5.27 -2.03 -2.67 0.20
H -4.48 -3.46 -3.39 0.19
H -5.39 -2.34 -4.41 0.19
```

HOMO level (eV): -4.771
Max |F| (Eh/bohr): 0.040
Total charge: -1

Entry 5:
The following is a quantum chemistry calculation of a gas-phase ion, C9H17N4O3S (charge +1) in a non-equilibrium geometry, from the OMol25 dataset.

XYZ file:
```
34
Properties=species:S:1:pos:R:3:nbo_charge:R:1
C -2.02 -1.96 1.80 -0.44
N -1.08 -1.89 0.66 -0.67
C -1.52 -1.03 -0.49 -0.23
C -1.80 0.46 -0.17 -0.24
N -0.56 1.24 0.01 -0.30
C 0.15 1.40 1.22 -0.01
C 1.34 1.97 0.89 -0.05
N 1.36 2.24 -0.46 -0.28
C 2.44 2.99 -1.13 -0.41
C 0.23 1.83 -1.00 0.43
C -0.10 1.91 -2.47 -0.39
N 0.53 0.73 -3.19 0.18
O -0.31 -0.13 -3.49 -0.23
S 0.60 -1.91 1.13 2.23
C 0.94 -3.66 1.43 -0.86
O 0.81 -1.13 2.34 -0.94
O 1.41 -1.43 -0.03 -0.94
H -3.03 -2.25 1.51 0.23
H -1.98 -1.02 2.38 0.19
H -1.66 -2.73 2.53 0.23
H -2.44 -1.48 -0.90 0.23
H -0.81 -1.06 -1.28 0.24
H -2.45 0.54 0.76 0.24
H -2.38 0.93 -0.97 0.24
H -0.11 1.10 2.24 0.28
H 2.16 2.15 1.60 0.26
H 3.43 2.56 -0.82 0.25
H 2.44 4.05 -0.81 0.24
H 2.33 2.88 -2.20 0.23
H -1.17 1.96 -2.66 0.25
H 0.29 2.84 -2.91 0.25
H 0.96 -4.19 0.44 0.27
H 1.87 -3.80 1.99 0.28
H 0.14 -4.12 2.01 0.25
```

HOMO level (eV): -12.878
Energy above the lowest of the compared OMol25 structures with the same formula, charge and spin (kJ/mol): 0.0
Max |F| (Eh/bohr): 0.076
Total charge: +1
Structure (SMILES): CN(CCn1cc[n+](C)c1CN=O)S(C)(=O)=O

Entry 6:
The following is a quantum chemistry calculation of a gas-phase ion, C9H17N7 (charge +2) in a non-equilibrium geometry, from the OMol25 dataset.

XYZ file:
```
33
Properties=species:S:1:pos:R:3:nbo_charge:R:1
N -3.81 -2.25 1.17 -0.77
C -3.19 -1.88 2.31 0.68
N -3.49 -2.52 3.44 -0.76
N -2.35 -0.88 2.41 -0.56
C -2.12 -0.03 1.18 -0.24
C -0.68 0.28 1.13 0.17
C 0.07 0.74 2.19 -0.23
C 1.40 0.91 2.14 -0.13
C 1.97 0.69 0.85 -0.20
C 1.20 0.15 -0.18 0.13
C 1.63 -0.03 -1.52 -0.27
N 1.76 1.14 -2.41 -0.52
C 2.47 1.33 -3.44 0.68
N 2.43 2.57 -3.95 -0.76
N 3.25 0.35 -4.14 -0.80
N -0.16 0.00 -0.03 -0.41
H -3.78 -1.59 0.37 0.42
H -4.47 -2.98 1.07 0.44
H -2.96 -2.18 4.30 0.42
H -3.98 -3.41 3.41 0.44
H -1.96 -0.63 3.36 0.44
H -2.29 -0.67 0.28 0.24
H -2.76 0.84 1.21 0.24
H -0.39 0.95 3.17 0.22
H 1.98 1.19 3.02 0.26
H 3.06 0.97 0.66 0.24
H 0.90 -0.70 -2.02 0.25
H 2.57 -0.57 -1.49 0.23
H 1.26 1.96 -2.09 0.42
H 3.16 2.82 -4.66 0.44
H 1.98 3.32 -3.43 0.42
H 3.13 -0.59 -3.76 0.42
H 4.17 0.66 -4.53 0.44
```

HOMO level (eV): -15.835
Max |F| (Eh/bohr): 0.102
Total charge: +2
Structure (SMILES): NC(N)=[NH+]Cc1cccc(C[NH+]=C(N)N)n1

Entry 7:
The following is a quantum chemistry calculation of a molecular structure, C9H18AsF7N2OP in a non-equilibrium geometry, from the OMol25 dataset.

XYZ file:
```
39
Properties=species:S:1:pos:R:3:nbo_charge:R:1
C 3.75 -0.95 0.86 -0.61
C 2.83 -0.66 -0.32 -0.39
C 1.56 -1.52 -0.33 -0.40
C 0.58 -1.19 0.81 -0.76
As -1.17 -0.21 0.44 1.17
N -2.12 -1.59 1.46 -1.23
C -1.57 -1.27 -1.24 -0.89
C -1.48 -2.76 -1.03 0.46
O -1.92 -3.48 -1.85 -0.57
P -3.22 0.97 0.39 0.93
N -4.12 0.91 -0.93 -1.37
C -0.23 1.34 -0.61 0.36
F 0.55 0.99 -1.68 -0.36
F -1.23 2.08 -1.17 -0.36
C 0.54 2.39 0.22 0.54
F -0.37 3.12 0.86 -0.31
F 1.34 1.87 1.14 -0.31
C 1.39 3.41 -0.62 0.92
F 2.63 3.01 -0.70 -0.31
F 0.91 3.66 -1.78 -0.29
F 1.43 4.56 0.03 -0.33
H 3.69 -1.97 1.22 0.20
H 4.78 -0.80 0.55 0.20
H 3.61 -0.24 1.67 0.20
H 2.60 0.40 -0.35 0.20
H 3.35 -0.88 -1.25 0.18
H 1.93 -2.54 -0.19 0.18
H 1.17 -1.48 -1.34 0.20
H 0.30 -2.13 1.28 0.22
H 1.12 -0.67 1.59 0.21
H -0.87 0.62 1.78 -0.19
H -3.05 -1.74 1.07 0.34
H -2.25 -1.21 2.39 0.35
H -2.58 -1.11 -1.61 0.28
H -0.89 -1.07 -2.06 0.25
H -0.97 -3.19 -0.16 0.12
H -4.00 0.48 1.48 -0.08
H -3.01 2.34 0.75 -0.09
H -5.03 0.50 -0.77 0.35
```

HOMO level (eV): -3.923
Energy above the lowest of the compared OMol25 structures with the same formula, charge and spin (kJ/mol): 70.3
Max |F| (Eh/bohr): 0.067
Total charge: -1

Entry 8:
The following is a quantum chemistry calculation of 4 unconnected molecules or ions with the total composition C9H18BFO14S3 in a non-equilibrium geometry, from the OMol25 dataset.

XYZ file:
```
46
Properties=species:S:1:pos:R:3:nbo_charge:R:1
O -0.61 -3.51 -2.29 -0.89
S 0.05 -2.27 -2.01 2.52
O -0.62 -1.00 -2.10 -0.89
O 1.40 -2.21 -2.89 -0.68
C 2.53 -2.05 -2.03 -0.10
C 2.13 -2.71 -0.72 -0.10
O 0.75 -2.38 -0.55 -0.69
H 2.71 -0.98 -1.89 0.19
H 3.41 -2.52 -2.47 0.24
H 2.71 -2.35 0.12 0.21
H 2.21 -3.80 -0.78 0.19
O -3.20 2.99 -1.73 -0.89
S -2.67 4.18 -1.12 2.51
O -2.43 5.39 -1.83 -0.88
O -1.31 3.77 -0.32 -0.68
C -1.45 4.09 1.06 -0.10
C -2.94 3.99 1.35 -0.11
O -3.58 4.52 0.18 -0.68
H -1.08 5.11 1.21 0.19
H -0.87 3.40 1.67 0.21
H -3.23 4.56 2.23 0.21
H -3.25 2.95 1.46 0.20
O 5.20 -1.91 -1.56 -0.91
S 5.72 -0.73 -0.94 2.52
O 5.96 0.48 -1.66 -0.87
O 7.08 -1.14 -0.14 -0.67
C 6.94 -0.81 1.24 -0.10
C 5.45 -0.90 1.53 -0.10
O 4.81 -0.38 0.36 -0.68
H 7.30 0.21 1.39 0.20
H 7.52 -1.50 1.86 0.22
H 5.16 -0.33 2.41 0.22
H 5.13 -1.94 1.65 0.19
C -2.59 -1.38 0.40 -1.06
B -3.54 -0.21 1.02 1.15
F -3.25 0.51 2.24 -0.52
C -4.93 0.08 0.15 -0.91
C -6.08 -0.66 1.00 0.81
O -6.24 -0.46 2.22 -0.54
O -6.88 -1.59 0.27 -0.72
H -1.59 -1.38 0.95 0.25
H -3.17 -2.37 0.52 0.25
H -2.48 -1.21 -0.72 0.28
H -4.82 -0.40 -0.88 0.25
H -5.12 1.20 0.05 0.28
H -6.25 -2.34 0.09 0.49
```

HOMO level (eV): -10.496
Energy above the lowest of the compared OMol25 structures with the same formula, charge and spin (kJ/mol): 124.2
Max |F| (Eh/bohr): 0.080
Total charge: 0
Structure (SMILES): O=S1(=O)OCCO1.O=S1(=O)OCCO1.O=S1(=O)OCCO1.CB(F)CC(=O)O

Entry 9:
The following is a quantum chemistry calculation of a molecular structure, C9H18BiCl2O3P in a non-equilibrium geometry, from the OMol25 dataset.

XYZ file:
```
34
Properties=species:S:1:pos:R:3:nbo_charge:R:1
C -0.18 -3.98 -3.49 -0.75
C -0.17 -2.92 -2.46 0.64
H -1.20 -4.29 -3.74 0.29
H 0.39 -4.85 -3.14 0.29
H 0.32 -3.60 -4.40 0.29
O -1.11 -2.38 -1.91 -0.52
Cl 1.58 -2.38 -2.12 -0.05
Bi 0.43 -1.13 0.06 1.54
P 0.00 1.35 -1.10 0.96
C -1.35 2.58 -1.10 -0.94
C 1.44 2.43 -0.82 -0.95
H 0.91 0.19 -3.05 0.25
H 0.36 1.86 -3.42 0.28
H -0.83 0.53 -3.23 0.26
C 0.12 0.93 -2.88 -0.96
H 2.36 1.83 -0.77 0.28
H 1.50 3.17 -1.63 0.27
H -1.11 3.38 -1.83 0.29
H -1.45 3.02 -0.10 0.27
H 1.31 2.95 0.14 0.27
H -2.31 2.11 -1.39 0.27
C -2.20 0.12 0.55 0.49
O -3.11 0.58 1.07 -0.42
Cl 2.81 -0.51 0.55 -0.48
C 1.23 -0.77 4.22 -0.75
C 0.11 -0.19 3.44 0.73
C -0.90 0.63 4.13 -0.74
O -0.02 -0.40 2.21 -0.74
H 1.08 -0.54 5.27 0.26
H 2.20 -0.36 3.90 0.29
H 1.26 -1.86 4.10 0.28
H -0.96 1.63 3.69 0.27
H -1.89 0.16 4.04 0.28
H -0.64 0.71 5.19 0.26
```

HOMO level (eV): -16.909
Max |F| (Eh/bohr): 0.065
Total charge: +2

Entry 10:
The following is a quantum chemistry calculation of a molecular structure, C9H18Cl2N2NdO2PS in a non-equilibrium geometry, from the OMol25 dataset.

XYZ file:
```
36
Properties=species:S:1:pos:R:3:nbo_charge:R:1
C -0.11 -4.13 -4.18 -0.75
C 0.10 -3.25 -3.02 0.62
H -1.18 -4.31 -4.34 0.28
H 0.42 -5.08 -4.01 0.30
H 0.34 -3.67 -5.08 0.30
O -0.76 -2.62 -2.37 -0.62
Cl 1.81 -3.07 -2.52 0.08
Nd 0.23 -1.17 -0.62 1.50
P -0.04 1.69 -1.48 0.82
C -1.36 2.95 -1.55 -0.93
C 1.39 2.82 -1.39 -0.92
H 0.86 0.49 -3.41 0.24
H 0.16 2.08 -3.85 0.27
H -0.92 0.68 -3.52 0.24
C 0.02 1.17 -3.25 -0.94
H 2.31 2.23 -1.39 0.27
H 1.37 3.52 -2.23 0.25
H -1.16 3.67 -2.37 0.27
H -1.38 3.49 -0.59 0.26
H 1.32 3.38 -0.45 0.26
H -2.33 2.47 -1.71 0.25
C -1.62 0.38 0.37 0.49
O -2.27 1.03 1.09 -0.41
Cl 2.68 -0.47 -0.60 -0.52
S 0.03 -2.19 1.91 -0.25
C 0.01 -1.10 3.26 0.38
N 1.10 -0.73 3.98 -0.54
C 0.77 0.06 5.16 -0.23
C -0.76 0.19 5.06 -0.23
N -1.07 -0.51 3.83 -0.56
H 2.06 -0.97 3.71 0.45
H 1.26 1.04 5.14 0.23
H 1.07 -0.48 6.06 0.24
H -1.06 1.25 5.03 0.23
H -1.26 -0.30 5.90 0.23
H -2.02 -0.56 3.45 0.44
```

HOMO level (spin up / spin down) (eV): -15.636 / -15.649
Max |F| (Eh/bohr): 0.098
Total charge: +2
Multiplicity: 4

Entry 11:
The following is a quantum chemistry calculation of a molecular structure, C9H18ClINdO3P in a non-equilibrium geometry, from the OMol25 dataset.

XYZ file:
```
34
Properties=species:S:1:pos:R:3:lowdin_spin:R:1
C 3.04 4.18 -4.28 0.00
C 2.52 4.48 -2.96 0.00
H 3.56 5.05 -4.69 0.00
H 2.16 3.98 -4.91 0.00
H 3.70 3.30 -4.19 0.00
O 2.32 4.42 -1.80 0.00
I 3.69 -0.16 -2.49 -0.01
Nd 1.20 0.05 -0.92 3.04
P -1.95 1.15 -0.64 0.00
C -3.07 1.96 0.55 0.00
C -2.02 2.47 -1.95 0.00
H -2.81 -0.56 -2.16 0.00
H -3.99 0.77 -1.93 0.00
H -3.80 -0.47 -0.67 0.00
C -3.26 0.12 -1.43 0.00
H -1.44 2.15 -2.83 0.00
H -3.07 2.59 -2.25 0.00
H -3.99 2.28 0.06 0.00
H -2.60 2.82 1.02 0.00
H -1.63 3.43 -1.58 0.00
H -3.34 1.25 1.34 0.00
C -0.05 1.32 1.45 0.00
O -0.27 1.81 2.47 0.00
Cl -0.29 -1.52 -2.22 -0.02
C -0.21 -2.56 2.01 0.00
C 1.18 -2.34 1.57 0.00
C 2.27 -3.04 2.26 0.00
O 1.44 -1.48 0.67 -0.01
H -0.20 -3.34 2.78 0.00
H -0.88 -2.88 1.22 0.00
H -0.62 -1.66 2.46 0.00
H 2.97 -3.54 1.59 0.00
H 2.86 -2.34 2.86 0.00
H 1.91 -3.80 2.95 0.00
```

HOMO level (spin up / spin down) (eV): -14.649 / -14.680
Max |F| (Eh/bohr): 0.141
Total charge: +2
Multiplicity: 4

Entry 12:
The following is a quantum chemistry calculation of a molecular structure, C9H18ClN2P in a non-equilibrium geometry, from the OMol25 dataset.

XYZ file:
```
31
Properties=species:S:1:pos:R:3:nbo_charge:R:1
C 4.04 1.51 -0.05 0.28
C 1.31 -2.42 1.90 -0.61
C 1.44 -3.07 -0.44 -0.59
C -2.09 -0.15 -0.79 -0.42
C -3.82 1.03 0.60 -0.64
C 3.09 1.57 -1.20 -0.52
C 1.64 1.75 -0.79 -0.71
C 0.89 -2.11 0.49 -0.08
C -2.47 0.70 0.12 0.00
N 4.50 1.57 0.99 -0.32
N 1.16 -0.73 0.01 -0.98
P 1.39 0.60 0.75 1.09
Cl -1.27 1.76 0.89 -0.03
H 2.46 -2.47 2.00 0.21
H 0.95 -1.63 2.60 0.21
H 0.88 -3.34 2.12 0.21
H 1.29 -2.69 -1.55 0.21
H 1.05 -4.01 -0.35 0.21
H 2.49 -3.05 -0.39 0.21
H -2.88 -0.75 -1.36 0.21
H -5.30 3.71 -0.41 -0.02
H -1.16 -0.58 -1.18 0.25
H -4.07 2.17 0.59 0.23
H -4.58 0.45 -0.13 0.22
H -4.04 0.73 1.55 0.23
H 3.11 0.69 -1.84 0.26
H 3.51 2.46 -1.67 0.25
H 0.91 1.66 -1.64 0.25
H 1.50 2.75 -0.31 0.21
H -0.17 -2.22 0.48 0.19
H -5.77 4.12 -0.95 0.01
```

HOMO level (eV): -8.232
Energy above the lowest of the compared OMol25 structures with the same formula, charge and spin (kJ/mol): 277.3
Max |F| (Eh/bohr): 0.101
Total charge: 0